*w*
This record from OMol25 describes a structure of composition C2H2LiO2Tb. The level of theory is ωB97M-V/def2-TZVPD.

```
8
Properties=species:S:1:pos:R:3
C -0.7342 1.0858 0.6220
C -0.6545 -0.3651 0.5018
O 0.2265 -0.8931 -0.3488
O -0.6081 1.8579 -0.4347
H -1.8545 -0.0564 0.2233
Tb 2.7168 -1.0086 -1.6253
Li 1.6800 0.1900 -0.4560
H -0.7719 -0.8104 1.5177
```

Values from the calculation:
2S+1 = 7
LUMO level (alpha / beta) = -11.17 / -11.76 eV
Molecular weight = 223.9 g mol⁻¹
Expectation value of S² = 12.788
Net charge = +2
HOMO (alpha / beta) = -19.5888 / -15.3864 eV


*x*
This record from OMol25 describes a structure of composition C2H2LiO2Tb. The level of theory is ωB97M-V/def2-TZVPD.

```
8
Properties=species:S:1:pos:R:3
C 0.4695 0.4566 0.2012
C -0.5452 -0.3579 0.7349
O -0.9105 -1.4377 0.1101
O 1.1028 0.0650 -0.9556
H -1.2553 0.0661 1.4729
Tb 0.3602 2.0071 -1.6457
Li 0.3023 -1.6514 -1.2889
H 0.4762 0.8522 1.3710
```

Values from the calculation:
2S+1 = 7
LUMO level (alpha / beta) = -11.31 / -9.64 eV
Molecular weight = 223.9 g mol⁻¹
Expectation value of S² = 12.968
Net charge = +2
HOMO (alpha / beta) = -18.8839 / -18.1554 eV


It is *x* that is the most stable of them.


*w*
This record from OMol25 describes a cluster of 2 separate species, CH3NOS2 in total. The level of theory is ωB97M-V/def2-TZVPD.

```
8
Properties=species:S:1:pos:R:3
C 1.9173 -0.0327 0.0176
N 0.9098 0.8188 0.0133
O -0.7551 -1.5937 0.4104
S 3.4696 -0.0994 0.0960
S 0.5829 -2.3720 -0.1958
H 0.9317 1.8058 0.1347
H -0.0405 0.5940 0.3436
H -1.2256 -1.0884 -0.3087
```

Values from the calculation:
2S+1 = 1
LUMO level (alpha / beta) = -0.67 / -0.85 eV
Molecular weight = 109.2 g mol⁻¹
HOMO (alpha / beta) = -8.3477 / -7.8465 eV


*x*
This record from OMol25 describes a cluster of 2 separate species, CH3NOS2 in total. The level of theory is ωB97M-V/def2-TZVPD.

```
8
Properties=species:S:1:pos:R:3
C 0.0106 0.3727 0.3288
N -0.4335 -0.3602 -0.5681
O 0.1661 -2.5227 2.0995
S -1.9699 -1.7856 3.6815
S -1.2834 -2.5360 2.0623
H 0.8637 1.1373 0.0951
H -0.4643 0.6686 1.2882
H 0.2479 -0.2470 -1.3171
```

Values from the calculation:
2S+1 = 1
LUMO level = -1.82 eV
Molecular weight = 109.2 g mol⁻¹
HOMO = -10.0956 eV


It is *x* that is the most stable of them.